Molecular formula: C21H34KN8
Method: DFT, the ωB97M-V functional and the def2-TZVPD basis

Summary:
HOMO energy: -10.01 eV
Energy above the lowest of the compared OMol25 structures with the same formula, charge and spin: 0.0 kJ/mol
Net charge: +1

```
64
Properties=species:S:1:pos:R:3:forces:R:3
K 0.312 0.643 1.867 0.087 0.256 0.891
C -0.300 3.760 0.984 0.150 0.044 0.043
N -1.108 3.203 -0.072 -0.037 0.067 0.040
C -2.530 3.348 0.168 -0.183 0.017 0.037
C -0.622 2.191 -0.864 0.072 -0.138 -0.090
N 0.451 1.563 -0.492 0.081 0.037 -0.203
C 1.197 0.811 -1.420 0.062 -0.071 -0.054
C 1.497 1.312 -2.685 0.047 0.023 -0.042
C 2.181 0.556 -3.621 0.009 0.024 -0.023
C 2.565 -0.737 -3.305 0.007 -0.024 0.004
C 2.328 -1.226 -2.031 0.106 -0.007 -0.038
C 1.708 -0.450 -1.054 -0.106 0.038 -0.096
N 1.484 -0.946 0.247 0.038 -0.165 -0.124
C 2.404 -1.630 0.860 0.077 0.119 -0.235
N 3.751 -1.585 0.601 -0.126 0.033 0.137
C 4.393 -0.382 0.120 0.021 0.074 -0.069
C 4.570 -2.777 0.586 0.035 -0.127 0.003
N 2.034 -2.452 1.895 0.136 0.030 0.102
C 2.835 -2.564 3.098 0.083 0.007 0.152
C 0.644 -2.745 2.116 -0.515 0.069 0.090
N -1.375 1.923 -1.980 -0.022 0.033 0.069
C -1.480 0.597 -2.544 0.053 -0.091 -0.054
C -1.925 2.978 -2.806 -0.001 0.095 -0.043
H -0.562 4.810 1.126 0.011 -0.005 -0.027
H 0.755 3.684 0.733 -0.021 0.002 0.009
H -0.489 3.262 1.949 0.033 0.037 -0.040
H -2.812 4.401 0.130 -0.043 0.010 0.005
H -2.788 2.955 1.160 -0.003 0.031 -0.037
H -3.106 2.802 -0.571 -0.017 -0.022 -0.010
H 1.177 2.316 -2.933 -0.026 0.034 -0.005
H 2.400 0.972 -4.594 -0.004 0.007 -0.048
H 3.058 -1.360 -4.037 0.032 -0.024 -0.041
H 2.642 -2.230 -1.775 0.000 -0.029 0.012
H 3.749 0.478 0.292 0.014 0.022 -0.014
H 4.619 -0.431 -0.949 0.011 0.009 0.014
H 5.325 -0.240 0.673 -0.009 0.014 -0.026
H 3.964 -3.646 0.830 0.045 -0.014 -0.005
H 5.399 -2.711 1.297 -0.011 0.007 -0.012
H 4.992 -2.915 -0.413 0.014 -0.029 -0.017
H 3.849 -2.226 2.926 0.044 0.030 -0.003
H 2.861 -3.602 3.433 0.027 -0.003 0.030
H 2.402 -1.959 3.907 0.023 -0.054 -0.042
H 0.123 -2.845 1.168 -0.016 0.013 0.010
H 0.124 -1.972 2.724 0.188 -0.263 -0.211
H 0.567 -3.680 2.671 -0.021 -0.015 -0.022
H -1.128 -0.142 -1.831 0.003 -0.041 -0.004
H -0.893 0.490 -3.461 -0.033 0.001 0.023
H -2.531 0.398 -2.770 -0.013 -0.023 -0.014
H -1.695 3.949 -2.375 -0.022 0.006 -0.019
H -3.010 2.883 -2.911 0.014 0.001 0.004
H -1.482 2.927 -3.806 -0.016 0.016 0.011
N -5.841 -1.700 0.733 -0.136 -0.064 -0.044
C -4.661 -1.178 1.145 0.066 0.032 0.025
C -4.562 -0.428 2.325 0.089 0.022 -0.016
C -3.343 0.102 2.683 -0.109 0.059 0.080
N -2.217 -0.040 1.977 -0.161 -0.072 -0.002
C -2.321 -0.762 0.857 -0.088 -0.062 -0.117
C -3.485 -1.338 0.400 0.031 0.041 0.059
H -6.640 -1.685 1.342 0.020 0.002 -0.004
H -5.867 -2.348 -0.033 0.008 0.011 0.005
H -5.424 -0.263 2.953 -0.077 -0.002 0.031
H -3.266 0.682 3.595 -0.002 0.009 0.023
H -1.412 -0.895 0.279 0.101 -0.002 -0.001
H -3.480 -1.906 -0.520 -0.020 -0.040 -0.057
```
Forces are in eV/Å.